The following is a quantum chemistry calculation of C34H72BN9O4RbSSi2Te as an isolated structure, from the OMol25 dataset.

Energy above the lowest of the compared OMol25 structures with the same formula, charge and spin (kJ/mol): 0.00
LUMO level (alpha / beta) (eV): 2.1 / 2.1
Molar mass (g mol⁻¹): 983.128
Highest occupied orbital energy (alpha / beta) (eV): -2.57 / -2.60
Charge: -1
Gap between HOMO and LUMO (alpha / beta) (eV): 4.64 / 4.67

Last column: Löwdin charge in e.
Element x y z (Å)
Rb: -0.65 0.07 0.59  0.74
C: -0.17 3.35 2.00  -0.10
C: -0.92 4.35 1.12  -0.36
C: 0.06 5.34 0.48  -0.06
C: -1.78 3.71 0.07  -0.30
C: -3.04 4.17 -0.35  -0.02
C: -3.39 3.32 -1.37  -0.10
N: -2.40 2.42 -1.54  -0.04
N: -1.40 2.65 -0.64  0.08
B: -2.51 1.27 -2.57  -0.53
N: -1.23 1.03 -3.39  -0.02
C: -1.25 1.07 -4.73  -0.10
C: 0.00 0.77 -5.19  -0.05
C: 0.75 0.53 -4.02  -0.31
N: 0.01 0.71 -2.93  0.16
C: 2.22 0.21 -3.99  -0.37
C: 2.72 -0.23 -2.63  -0.08
C: 3.04 1.39 -4.52  -0.06
N: -3.12 -0.04 -1.97  -0.03
C: -4.43 -0.34 -1.98  -0.09
C: -4.61 -1.57 -1.37  -0.02
C: -3.31 -1.96 -1.01  -0.31
N: -2.42 -1.04 -1.38  0.04
C: -2.86 -3.22 -0.33  -0.37
C: -2.73 -4.38 -1.31  -0.06
C: -3.82 -3.56 0.81  -0.07
H: 0.30 3.88 2.84  0.06
H: -0.81 2.58 2.42  0.04
H: 0.63 2.87 1.43  0.03
H: -1.61 4.92 1.76  0.13
H: 0.75 4.80 -0.17  0.08
H: -0.46 6.09 -0.12  0.07
H: 0.65 5.85 1.24  0.06
H: -3.60 5.00 0.05  0.09
H: -4.27 3.28 -1.99  0.11
H: -3.35 1.65 -3.36  0.11
H: -2.16 1.32 -5.25  0.11
H: 0.34 0.73 -6.22  0.10
H: 2.36 -0.62 -4.69  0.11
H: 2.73 0.61 -1.93  0.06
H: 2.09 -1.01 -2.20  0.05
H: 3.75 -0.61 -2.70  0.08
H: 2.91 2.26 -3.87  0.09
H: 4.11 1.15 -4.53  0.07
H: 2.74 1.68 -5.53  0.07
H: -5.14 0.34 -2.41  0.11
H: -5.54 -2.09 -1.20  0.09
H: -1.86 -3.01 0.08  0.11
H: -3.70 -4.58 -1.79  0.08
H: -2.01 -4.15 -2.09  0.05
H: -2.41 -5.29 -0.81  0.07
H: -4.82 -3.75 0.42  0.07
H: -3.50 -4.48 1.33  0.07
H: -3.88 -2.75 1.53  0.08
O: 2.50 -0.97 0.71  -0.18
H: 2.03 -1.82 0.91  -0.03
H: 3.04 -1.16 -0.06  0.03
O: 2.12 1.94 -0.10  -0.12
H: 1.30 1.94 -0.63  0.00
H: 2.22 1.03 0.22  -0.04
O: -2.46 -0.34 2.45  -0.52
N: -1.63 0.31 3.12  -0.27
C: -1.14 -3.04 3.04  -0.02
O: 0.00 -2.49 2.29  -0.18
C: 0.90 -3.17 1.67  -0.15
C: 0.71 -4.65 1.70  -0.11
H: -0.75 -3.50 3.95  0.09
H: -1.65 -3.77 2.42  0.07
H: -1.76 -2.17 3.24  0.06
H: 0.45 -5.03 2.69  0.08
H: 1.59 -5.16 1.32  0.06
H: -0.13 -4.88 1.02  0.08
C: -0.46 -4.10 -5.56  -0.08
C: -0.03 -2.76 -4.97  -0.24
N: 0.36 -2.85 -3.58  0.01
C: 1.50 -3.40 -3.10  -0.86
S: 1.53 -4.01 -1.53  0.69
N: 2.55 -3.45 -3.94  0.00
C: 3.88 -3.90 -3.56  -0.28
C: 4.05 -5.41 -3.68  -0.10
H: -0.76 -3.98 -6.60  0.07
H: -1.31 -4.50 -5.01  0.07
H: 0.35 -4.83 -5.51  0.07
H: -0.83 -2.02 -5.01  0.11
H: 0.78 -2.32 -5.56  0.10
H: -0.38 -2.88 -2.90  0.09
H: 2.50 -2.86 -4.76  0.11
H: 4.07 -3.57 -2.54  0.09
H: 4.58 -3.38 -4.21  0.11
H: 3.35 -5.92 -3.02  0.05
H: 5.06 -5.70 -3.40  0.07
H: 3.86 -5.74 -4.71  0.07
C: 3.74 4.94 6.21  -0.19
Si: 3.71 3.86 4.68  0.34
C: 3.16 4.85 3.21  -0.18
C: 5.44 3.22 4.39  -0.20
C: 2.53 2.44 4.97  -0.61
Te: 2.63 0.97 3.43  1.28
C: 1.69 -0.60 4.53  -0.57
Si: 2.87 -1.93 5.05  0.35
C: 3.98 -1.24 6.39  -0.19
C: 1.89 -3.38 5.74  -0.18
C: 3.91 -2.55 3.64  -0.18
H: 4.41 5.79 6.07  0.03
H: 4.08 4.37 7.08  0.03
H: 2.74 5.33 6.43  0.03
H: 3.88 5.64 3.00  0.03
H: 2.18 5.31 3.39  0.03
H: 3.05 4.23 2.32  0.03
H: 6.15 4.05 4.42  0.03
H: 5.53 2.73 3.42  0.02
H: 5.73 2.49 5.15  0.03
H: 1.49 2.79 5.02  0.01
H: 2.78 1.95 5.92  0.01
H: 0.85 -0.94 3.91  -0.03
H: 1.24 -0.10 5.39  0.02
H: 3.42 -1.05 7.30  0.03
H: 4.43 -0.31 6.05  0.01
H: 4.79 -1.94 6.62  0.03
H: 1.11 -3.04 6.42  0.03
H: 2.54 -4.07 6.28  0.03
H: 1.41 -3.94 4.93  0.01
H: 4.51 -1.75 3.21  0.02
H: 3.30 -2.96 2.83  0.01
H: 4.58 -3.34 4.00  0.03


The following is a quantum chemistry calculation of a 9-piece molecular cluster, C34H74N7O12P2S2 overall, from the OMol25 dataset.

Energy above the lowest of the compared OMol25 structures with the same formula, charge and spin (kJ/mol): 0.00
LUMO level (eV): -3.8
Molar mass (g mol⁻¹): 899.085
Highest occupied orbital energy (eV): -10.99
Charge: +1
Gap between HOMO and LUMO (eV): 7.24

Last column: Löwdin charge in e.
Element x y z (Å)
C: 2.19 -1.30 -0.57  -0.09
C: 0.89 -1.35 -1.39  -0.24
C: -0.23 -0.61 -0.67  -0.19
N: -1.29 -0.05 -1.57  0.00
C: -1.75 1.23 -1.29  -0.20
C: -2.92 1.43 -0.48  -0.06
C: -3.59 0.19 0.09  -0.19
C: -4.83 -0.24 -0.69  -0.44
S: -5.81 -1.58 0.04  1.03
C: -5.42 -1.62 1.74  -0.70
N: -5.29 -0.68 2.60  0.06
N: -4.96 -1.29 3.80  0.07
C: -4.94 -2.55 3.56  -0.18
O: -5.20 -2.85 2.27  0.03
C: -3.35 2.72 -0.27  -0.12
S: -4.82 3.09 0.76  0.69
C: -5.98 3.93 -0.30  -0.11
O: -4.39 3.96 1.80  -0.26
O: -5.43 1.84 1.09  -0.30
N: -2.64 3.77 -0.80  0.03
C: -3.04 5.17 -0.61  -0.39
C: -3.76 5.79 -1.61  -0.05
C: -4.06 7.13 -1.41  -0.04
C: -3.64 7.74 -0.25  -0.03
C: -2.90 7.01 0.67  -0.08
N: -2.59 5.73 0.48  0.16
C: -1.51 3.59 -1.53  -0.22
P: -0.54 5.06 -2.16  0.84
N: 0.97 4.99 -1.73  -0.25
C: -1.03 2.32 -1.81  -0.19
P: 0.53 1.82 -2.85  0.89
N: 1.76 2.01 -1.69  -0.14
O: 0.77 3.15 -3.75  -0.36
H: 1.97 -1.22 0.50  0.07
H: 2.77 -2.21 -0.69  0.05
H: 2.82 -0.46 -0.87  0.07
H: 1.05 -0.90 -2.37  0.07
H: 0.62 -2.40 -1.54  0.11
H: -0.71 -1.28 0.05  0.12
H: 0.19 0.23 -0.11  0.11
H: -2.07 -0.69 -1.64  0.12
H: -2.86 -0.61 0.09  0.11
H: -3.84 0.36 1.14  0.09
H: -4.55 -0.62 -1.67  0.08
H: -5.48 0.62 -0.85  0.06
H: -4.74 -3.34 4.27  0.14
H: -5.89 5.00 -0.11  0.07
H: -6.95 3.54 -0.01  0.08
H: -5.77 3.71 -1.34  0.08
H: -4.05 5.24 -2.50  0.13
H: -4.62 7.67 -2.17  0.12
H: -3.88 8.78 -0.07  0.12
H: -2.54 7.47 1.58  0.13
H: -1.21 6.21 -1.75  0.02
H: -0.81 4.96 -3.52  0.03
H: 1.25 5.81 -1.21  0.01
H: 1.57 1.56 -0.80  0.03
H: 1.98 2.99 -1.52  0.01
H: 1.29 3.84 -3.27  0.01
C: 5.58 -5.21 1.20  -0.09
C: 4.47 -4.19 1.02  -0.32
O: 4.77 -3.26 -0.02  -0.09
H: 6.52 -4.71 1.44  0.07
H: 5.34 -5.91 2.00  0.08
H: 5.73 -5.78 0.28  0.07
H: 4.33 -3.61 1.93  0.10
H: 3.53 -4.70 0.78  0.10
H: 4.87 -3.77 -0.83  0.07
C: 2.53 -2.81 4.96  -0.09
C: 2.32 -1.46 4.29  -0.32
O: 1.30 -1.49 3.30  -0.10
H: 2.78 -3.56 4.21  0.07
H: 3.33 -2.76 5.69  0.08
H: 1.62 -3.13 5.46  0.07
H: 3.23 -1.14 3.78  0.11
H: 2.08 -0.70 5.04  0.11
H: 0.48 -1.76 3.72  0.08
C: 1.69 9.08 -3.03  -0.09
C: 1.28 8.30 -4.26  -0.29
O: 0.19 7.40 -3.98  -0.14
H: 1.99 8.40 -2.23  0.05
H: 2.53 9.73 -3.25  0.08
H: 0.86 9.69 -2.67  0.08
H: 2.09 7.68 -4.62  0.12
H: 0.98 8.98 -5.07  0.11
H: -0.55 7.94 -3.68  0.07
C: 5.86 9.89 -1.08  -0.09
C: 4.80 8.91 -0.62  -0.32
O: 4.31 8.09 -1.69  -0.11
H: 5.47 10.52 -1.88  0.07
H: 6.20 10.52 -0.26  0.08
H: 6.73 9.35 -1.48  0.07
H: 3.93 9.44 -0.24  0.11
H: 5.18 8.28 0.18  0.11
H: 5.06 7.59 -2.04  0.09
C: 2.97 -8.05 -1.74  -0.08
C: 2.45 -6.65 -1.52  -0.32
O: 3.45 -5.65 -1.79  -0.10
H: 3.84 -8.24 -1.10  0.08
H: 2.20 -8.78 -1.50  0.05
H: 3.29 -8.19 -2.77  0.08
H: 2.16 -6.50 -0.48  0.10
H: 1.58 -6.46 -2.15  0.11
H: 3.72 -5.75 -2.70  0.08
C: -1.72 -10.61 -0.45  -0.09
C: -0.53 -10.01 0.27  -0.31
O: 0.05 -8.92 -0.45  -0.10
H: -1.43 -10.95 -1.45  0.08
H: -2.13 -11.45 0.10  0.08
H: -2.51 -9.86 -0.57  0.07
H: 0.26 -10.75 0.37  0.11
H: -0.82 -9.69 1.27  0.11
H: -0.63 -8.24 -0.55  0.08
C: -9.05 0.01 2.07  -0.09
C: -10.15 -0.98 2.40  -0.32
O: -10.52 -1.76 1.27  -0.08
H: -9.37 0.67 1.26  0.08
H: -8.79 0.61 2.94  0.08
H: -8.15 -0.51 1.74  0.03
H: -11.05 -0.47 2.72  0.11
H: -9.83 -1.64 3.22  0.11
H: -9.75 -2.25 0.97  0.07
C: 9.61 -6.34 2.33  -0.09
C: 8.37 -7.13 2.70  -0.33
O: 7.86 -7.87 1.59  -0.09
H: 9.40 -5.66 1.51  0.07
H: 9.98 -5.76 3.18  0.07
H: 10.41 -7.01 2.00  0.07
H: 7.57 -6.46 3.01  0.09
H: 8.58 -7.81 3.53  0.11
H: 8.54 -8.49 1.30  0.08